[1]
Here is a gas-phase ion, C4H13N2O (charge +1) in a non-equilibrium geometry from OMol25. Energies are from ωB97M-V with the def2-TZVPD basis set.

CARTESIAN COORDINATES (ANGSTROEM)
1 C -1.57 0.70 0.67
2 N -0.46 0.59 -0.31
3 C 0.25 1.92 -0.26
4 C 0.59 -0.66 -0.18
5 C -0.06 -1.93 -0.73
6 N 0.94 -0.54 1.28
7 O 1.57 -0.19 -1.01
8 H -1.19 0.21 1.57
9 H -1.79 1.73 0.72
10 H -2.55 0.19 0.43
11 H -0.95 0.37 -1.24
12 H 0.73 2.04 0.65
13 H 1.14 1.99 -0.94
14 H -0.38 2.77 -0.57
15 H 0.10 -2.79 -0.15
16 H 0.35 -2.44 -1.66
17 H -1.21 -1.90 -0.86
18 H 1.92 -0.97 1.32
19 H 0.40 -1.31 1.67
20 H 2.18 0.23 -0.41

Output
Charge: +1
Multiplicity: 1
SMILES: C[NH+](C)[C@](C)(N)O
Energy relative to the best compared isomer or geometry (same formula, charge and spin) (kcal per mole): 68.39
Total energy (hartree): -344.6579
HOMO energy (eV): -15.578
HOMO-LUMO gap (eV): 12.65

Löwdin population analysis, charges in e, atoms 1 to 4: number 1, C, carries -0.01; number 2, N, carries -0.12; number 3, C, carries -0.01; number 4, C, carries -0.52

[2]
Here is 2 unconnected molecules or ions with the total composition C4H13N2O in a non-equilibrium geometry from OMol25. Energies are from ωB97M-V with the def2-TZVPD basis set.

CARTESIAN COORDINATES (ANGSTROEM)
1 C -0.58 0.45 -0.31
2 C 0.02 0.33 1.10
3 C 1.51 0.04 1.22
4 C 2.01 -0.59 2.28
5 N 2.38 0.53 0.23
6 N -1.22 -0.88 -0.66
7 H -1.20 1.30 -0.54
8 H 0.25 0.66 -0.99
9 H -0.22 1.23 1.64
10 H -0.46 -0.37 1.76
11 H 3.05 -0.90 2.37
12 H 1.58 -0.87 3.22
13 H 3.36 0.70 0.44
14 H 1.97 1.37 -0.18
15 H -1.61 -1.34 0.17
16 H -2.08 -0.71 -1.18
17 H -0.50 -1.40 -1.16
18 H -2.90 -0.28 -3.71
19 H -2.89 0.82 -2.82
20 O -2.47 -0.06 -2.86

Output
Charge: +1
Multiplicity: 1
Energy relative to the best compared isomer or geometry (same formula, charge and spin) (kcal per mole): 58.11
Total energy (hartree): -344.6742
HOMO energy (eV): -11.517
HOMO-LUMO gap (eV): 8.23

Löwdin population analysis, charges in e, atoms 1 to 4: number 1, C, carries -0.12; number 2, C, carries -0.13; number 3, C, carries -0.41; number 4, C, carries 0.04

[3]
Here is 2 unconnected molecules or ions with the total composition C4H13N2O in a non-equilibrium geometry from OMol25. Energies are from ωB97M-V with the def2-TZVPD basis set.

CARTESIAN COORDINATES (ANGSTROEM)
1 C -1.85 0.11 -0.55
2 C -0.80 -0.35 1.58
3 C 2.71 -0.84 -0.63
4 C 0.91 0.77 -0.40
5 N 0.66 1.88 0.26
6 N -0.85 -0.52 0.15
7 O 1.78 0.03 0.17
8 H -1.77 -0.11 -1.62
9 H -2.84 -0.09 -0.11
10 H -1.83 1.22 -0.38
11 H -0.42 0.63 1.70
12 H -1.55 -0.56 2.30
13 H 0.08 -0.83 1.87
14 H 3.67 -0.39 -0.54
15 H 2.42 -0.78 -1.67
16 H 2.58 -1.94 -0.29
17 H 0.45 0.57 -1.39
18 H -0.25 2.43 0.15
19 H 1.11 1.95 1.14
20 H -0.75 -1.45 -0.12

Output
Charge: +1
Multiplicity: 3
Energy relative to the best compared isomer or geometry (same formula, charge and spin) (kcal per mole): 47.37
Total energy (hartree): -344.4639
Expectation value of S²: 2.01
HOMO energy (alpha / beta) (eV): -8.662 / -14.010
HOMO-LUMO gap (alpha / beta) (eV): 5.63 / 6.17

Löwdin population analysis, charges in e, atoms 1 to 4: number 1, C, carries -0.04; number 2, C, carries 0.00; number 3, C, carries 0.03; number 4, C, carries -0.49

[4]
Here is 2 unconnected molecules or ions with the total composition C4H13N2O in a non-equilibrium geometry from OMol25. Energies are from ωB97M-V with the def2-TZVPD basis set.

CARTESIAN COORDINATES (ANGSTROEM)
1 N 1.19 -0.61 0.69
2 C 0.51 0.06 -0.41
3 C -0.43 1.21 -0.14
4 C 0.03 2.30 0.68
5 O -1.64 -0.74 1.57
6 C -0.20 -1.07 -1.23
7 N 0.64 -2.15 -1.52
8 H 0.59 -0.80 1.49
9 H 2.05 -0.18 1.00
10 H -2.26 -0.41 2.24
11 H 1.34 0.42 -1.03
12 H -1.04 1.43 -1.02
13 H 0.02 3.23 0.12
14 H -0.55 2.40 1.61
15 H 1.07 2.14 0.99
16 H -1.35 0.03 1.04
17 H -0.65 -0.64 -2.13
18 H -1.12 -1.50 -0.78
19 H 0.31 -2.87 -2.16
20 H 1.51 -2.26 -1.00

Output
Charge: +2
Multiplicity: 2
Energy relative to the best compared isomer or geometry (same formula, charge and spin) (kcal per mole): 114.04
Total energy (hartree): -344.1227
Expectation value of S²: 0.75
HOMO energy (alpha / beta) (eV): -19.134 / -19.099
HOMO-LUMO gap (alpha / beta) (eV): 7.07 / 6.97

Löwdin population analysis, charges in e, atoms 1 to 4: number 1, N, carries 0.09; number 2, C, carries -0.33; number 3, C, carries 0.15; number 4, C, carries 0.03

[5]
Here is 2 unconnected molecules or ions with the total composition C4H13N2O2 in a non-equilibrium geometry from OMol25. Energies are from ωB97M-V with the def2-TZVPD basis set.

CARTESIAN COORDINATES (ANGSTROEM)
1 O -0.52 1.15 1.04
2 C -0.14 1.42 -0.08
3 N -0.01 2.72 -0.54
4 C 0.48 0.20 -0.91
5 N 0.31 -1.03 0.05
6 C -1.19 -1.67 -0.02
7 C -1.65 -2.15 -1.39
8 H 0.48 3.14 -1.31
9 H -0.03 3.45 0.10
10 H -0.24 0.10 -1.83
11 H 1.50 0.41 -1.10
12 H 0.56 -0.88 1.01
13 H 0.90 -1.81 -0.34
14 H -1.73 -0.84 0.50
15 H -1.19 -2.24 0.88
16 H -1.72 -1.25 -1.96
17 H -2.65 -2.67 -1.08
18 H -0.98 -2.88 -1.97
19 H 3.01 -0.66 1.23
20 H 2.45 0.33 2.33
21 O 2.09 -0.26 1.63

Output
Multiplicity: 2
Energy relative to the best compared isomer or geometry (same formula, charge and spin) (kcal per mole): 55.79
Total energy (hartree): -420.0201
Expectation value of S²: 0.75
HOMO energy (alpha / beta) (eV): -2.840 / -10.596
HOMO-LUMO gap (alpha / beta) (eV): 3.54 / 11.10

Löwdin population analysis, charges in e, atoms 1 to 4: number 1, O, carries 0.02; number 2, C, carries -0.50; number 3, N, carries 0.16; number 4, C, carries -0.08

[6]
Here is 2 unconnected molecules or ions with the total composition C4H13N2O2 in a non-equilibrium geometry from OMol25. Energies are from ωB97M-V with the def2-TZVPD basis set.

CARTESIAN COORDINATES (ANGSTROEM)
1 C 0.42 -0.64 0.80
2 N 1.74 -0.49 0.15
3 C 1.73 -0.38 -1.32
4 O 1.02 -1.47 -1.84
5 C -0.50 0.57 0.62
6 C -0.15 1.85 1.34
7 N -1.87 0.16 0.89
8 H 0.65 -0.80 1.86
9 H -0.14 -1.54 0.50
10 H 2.19 -1.38 0.33
11 H 2.78 -0.54 -1.59
12 H 1.15 0.49 -1.64
13 H -0.40 0.74 -0.45
14 H -0.67 1.96 2.30
15 H 0.89 1.84 1.70
16 H -0.35 2.72 0.73
17 H -2.36 0.88 1.41
18 H -2.45 -0.07 0.10
19 H -1.76 -1.84 -2.02
20 H -0.48 -1.12 -1.85
21 O -1.43 -0.93 -2.02

Output
Multiplicity: 2
Energy relative to the best compared isomer or geometry (same formula, charge and spin) (kcal per mole): 13.01
Total energy (hartree): -420.0883
Expectation value of S²: 0.76
HOMO energy (alpha / beta) (eV): -8.999 / -8.997
HOMO-LUMO gap (alpha / beta) (eV): 9.92 / 6.64

Löwdin population analysis, charges in e, atoms 1 to 4: number 1, C, carries -0.20; number 2, N, carries 0.01; number 3, C, carries -0.28; number 4, O, carries 0.00

[7]
Here is 2 unconnected molecules or ions with the total composition C4H13N2O2 in a non-equilibrium geometry from OMol25. Energies are from ωB97M-V with the def2-TZVPD basis set.

CARTESIAN COORDINATES (ANGSTROEM)
1 O 1.37 0.68 0.67
2 C 0.78 0.33 -0.38
3 N 0.69 1.20 -1.47
4 C -0.17 1.31 -2.61
5 C -0.13 -0.94 -0.39
6 N -0.77 -1.19 0.92
7 C -1.57 0.06 1.24
8 H 1.43 1.87 -1.47
9 H -0.36 2.47 -2.91
10 H 0.47 0.83 -3.32
11 H -1.04 0.73 -2.35
12 H -0.95 -0.88 -1.17
13 H 0.51 -1.79 -0.81
14 H 0.21 -1.23 1.54
15 H -1.48 -1.97 0.97
16 H -2.24 0.08 2.07
17 H -2.10 0.21 0.31
18 H -0.85 1.03 1.47
19 H 2.15 -1.18 3.29
20 H 2.28 -0.47 2.01
21 O 1.78 -1.15 2.40

Output
Charge: +1
Multiplicity: 1
Energy relative to the best compared isomer or geometry (same formula, charge and spin) (kcal per mole): 74.77
Total energy (hartree): -419.9063
HOMO energy (eV): -13.524
HOMO-LUMO gap (eV): 10.51

Löwdin population analysis, charges in e, atoms 1 to 4: number 1, O, carries 0.00; number 2, C, carries -0.40; number 3, N, carries 0.00; number 4, C, carries -0.06

[8]
Here is C4H13N2S in the gas phase in a non-equilibrium geometry from OMol25. Energies are from ωB97M-V with the def2-TZVPD basis set.

CARTESIAN COORDINATES (ANGSTROEM)
1 N -0.61 1.98 0.56
2 C -0.31 0.57 0.04
3 C -1.12 -0.46 0.78
4 S -2.91 -0.49 0.56
5 C 1.21 0.36 0.13
6 N 1.58 -0.89 -0.48
7 C 1.03 -1.56 -1.64
8 H -0.46 2.73 -0.22
9 H -1.46 1.90 1.19
10 H 0.09 2.17 1.31
11 H -0.53 0.59 -1.02
12 H -0.83 -0.55 1.83
13 H -0.76 -1.42 0.39
14 H -3.22 -0.19 1.82
15 H 1.48 0.25 1.18
16 H 1.63 1.28 -0.33
17 H 2.52 -1.17 -0.25
18 H 0.10 -2.07 -1.37
19 H 0.76 -0.83 -2.40
20 H 1.80 -2.21 -2.06

Output
Multiplicity: 2
Energy relative to the best compared isomer or geometry (same formula, charge and spin) (kcal per mole): 64.88
Total energy (hartree): -667.7409
Expectation value of S²: 0.75
HOMO energy (alpha / beta) (eV): -3.687 / -8.788
HOMO-LUMO gap (alpha / beta) (eV): 4.49 / 9.41

Löwdin population analysis, charges in e, atoms 1 to 4: number 1, N, carries 0.05; number 2, C, carries -0.44; number 3, C, carries -0.59; number 4, S, carries 0.67

[9]
Here is a molecular structure, C4H13N2S in a non-equilibrium geometry from OMol25. Energies are from ωB97M-V with the def2-TZVPD basis set.

CARTESIAN COORDINATES (ANGSTROEM)
1 C -0.62 0.25 2.28
2 C 1.40 -1.17 -0.23
3 C 0.05 -0.58 -2.21
4 C -0.18 1.17 0.04
5 N -0.82 0.39 0.87
6 N 0.80 -0.11 -1.06
7 S -1.00 2.18 -1.12
8 H -1.64 0.32 2.90
9 H -0.04 -0.70 2.40
10 H 0.07 1.03 2.72
11 H 0.82 -1.18 0.68
12 H 1.48 -2.08 -0.72
13 H 2.35 -0.89 0.19
14 H 0.56 -0.67 -3.13
15 H -0.31 -1.55 -1.90
16 H -0.70 0.21 -2.37
17 H 0.65 1.75 0.64
18 H -1.72 0.07 0.65
19 H 1.61 0.50 -1.36
20 H 0.15 2.67 -1.59

Output
Charge: +1
Multiplicity: 1
Energy relative to the best compared isomer or geometry (same formula, charge and spin) (kcal per mole): 61.68
Total energy (hartree): -667.5815
HOMO energy (eV): -13.878
HOMO-LUMO gap (eV): 10.76

Löwdin population analysis, charges in e, atoms 1 to 4: number 1, C, carries -0.08; number 2, C, carries -0.03; number 3, C, carries -0.07; number 4, C, carries -0.59

[10]
Here is 2 unconnected molecules or ions with the total composition C4H13N2S in a non-equilibrium geometry from OMol25. Energies are from ωB97M-V with the def2-TZVPD basis set.

CARTESIAN COORDINATES (ANGSTROEM)
1 C -0.16 -1.52 1.54
2 C 0.80 -0.98 2.27
3 N -1.43 -0.83 1.34
4 H -0.09 -2.40 0.91
5 H 1.85 -1.15 2.04
6 H 0.54 -0.31 3.08
7 H -1.61 -0.22 2.14
8 H -1.36 -0.19 0.29
9 H -2.23 -1.45 1.23
10 C -0.18 1.27 -1.09
11 C 1.12 0.48 -1.26
12 S 2.52 1.64 -1.41
13 N -1.33 0.33 -1.01
14 H -0.11 1.87 -0.18
15 H -0.30 2.02 -1.88
16 H 1.34 -0.17 -0.42
17 H 1.10 -0.10 -2.18
18 H 3.07 1.12 -2.55
19 H -2.17 0.90 -1.07
20 H -1.36 -0.32 -1.79

Output
Charge: +1
Multiplicity: 1
Energy relative to the best compared isomer or geometry (same formula, charge and spin) (kcal per mole): 38.27
Total energy (hartree): -667.6188
HOMO energy (eV): -12.310
HOMO-LUMO gap (eV): 9.20

Löwdin population analysis, charges in e, atoms 1 to 4: number 1, C, carries -0.19; number 2, C, carries 0.05; number 3, N, carries 0.09; number 4, H, carries 0.12

[11]
Here is a gas-phase ion, C4H13N2S (charge +1) in a non-equilibrium geometry from OMol25. Energies are from ωB97M-V with the def2-TZVPD basis set.

CARTESIAN COORDINATES (ANGSTROEM)
1 N -1.49 1.21 -1.12
2 C -0.39 1.55 -0.25
3 C -0.09 0.44 0.76
4 N -1.39 0.10 1.41
5 C 0.28 -0.88 -0.02
6 C 1.79 -0.95 -0.44
7 S 2.56 -2.53 -0.04
8 H -1.22 0.71 -1.94
9 H -2.06 2.01 -1.38
10 H 0.52 1.85 -0.77
11 H -0.55 2.43 0.40
12 H 0.70 0.60 1.48
13 H -1.55 0.58 2.30
14 H -2.20 0.34 0.80
15 H -1.56 -0.90 1.52
16 H 0.13 -1.69 0.71
17 H -0.38 -0.97 -0.88
18 H 1.71 -0.71 -1.50
19 H 2.27 -0.19 0.16
20 H 2.92 -3.00 -1.21

Output
Charge: +1
Multiplicity: 1
SMILES: NC[C@@H]([NH3+])CCS
Energy relative to the best compared isomer or geometry (same formula, charge and spin) (kcal per mole): 25.33
Total energy (hartree): -667.6394
HOMO energy (eV): -12.290
HOMO-LUMO gap (eV): 8.95

Löwdin population analysis, charges in e, atoms 1 to 4: number 1, N, carries 0.03; number 2, C, carries -0.23; number 3, C, carries -0.27; number 4, N, carries 0.20

[12]
Here is 2 unconnected molecules or ions with the total composition C4H13N2S in a non-equilibrium geometry from OMol25. Energies are from ωB97M-V with the def2-TZVPD basis set.

CARTESIAN COORDINATES (ANGSTROEM)
1 C 0.23 -1.23 -2.55
2 N 0.58 -1.04 -1.11
3 C 1.00 -1.95 -0.29
4 N 1.15 -1.82 1.02
5 H 0.60 -0.38 -3.10
6 H -0.85 -1.33 -2.60
7 H 0.64 -2.20 -2.82
8 H 0.22 -0.16 -0.71
9 H 1.23 -2.93 -0.72
10 H 0.80 -1.02 1.52
11 H 1.52 -2.61 1.53
12 C 0.25 2.32 -0.42
13 C -0.77 2.27 0.71
14 S -1.12 0.60 1.39
15 H -0.15 1.88 -1.35
16 H 1.17 1.78 -0.20
17 H 0.39 3.36 -0.73
18 H -0.39 2.80 1.60
19 H -1.70 2.76 0.42
20 H -1.96 0.25 0.39

Output
Charge: +2
Multiplicity: 2
Energy relative to the best compared isomer or geometry (same formula, charge and spin) (kcal per mole): 21.30
Total energy (hartree): -667.1843
Expectation value of S²: 0.75
HOMO energy (alpha / beta) (eV): -18.986 / -18.974
HOMO-LUMO gap (alpha / beta) (eV): 11.00 / 5.73

Löwdin population analysis, charges in e, atoms 1 to 4: number 1, C, carries 0.03; number 2, N, carries 0.01; number 3, C, carries -0.13; number 4, N, carries 0.19

[13]
Here is a molecular structure, C4H13N2Ti in a non-equilibrium geometry from OMol25. Energies are from ωB97M-V with the def2-TZVPD basis set.

CARTESIAN COORDINATES (ANGSTROEM)
1 C 0.05 2.17 -1.60
2 Ti 0.09 0.16 -0.33
3 N 0.51 -1.23 1.25
4 H -0.65 1.03 0.78
5 H -0.37 -1.46 1.74
6 H 0.98 1.79 -1.02
7 H -0.16 3.20 -1.28
8 H -0.89 1.55 -1.34
9 H 0.24 2.08 -2.68
10 H 0.93 -2.11 0.92
11 H 1.14 -0.81 1.94
12 C -3.37 -3.97 -0.62
13 C -2.14 -3.59 -1.49
14 C -1.61 -2.29 -1.19
15 N -1.11 -1.26 -0.95
16 H -3.16 -3.83 0.45
17 H -3.65 -5.02 -0.75
18 H -4.24 -3.36 -0.88
19 H -1.32 -4.33 -1.37
20 H -2.40 -3.61 -2.57

Output
Charge: -1
Multiplicity: 3
Total energy (hartree): -1118.9791
Expectation value of S²: 2.31
HOMO energy (alpha / beta) (eV): 0.150 / 0.194
HOMO-LUMO gap (alpha / beta) (eV): 3.02 / 2.82

Löwdin population analysis, charges in e, atoms 1 to 4: number 1, C, carries -0.21; number 2, Ti, carries -0.12; number 3, N, carries -0.11; number 4, H, carries -0.12